Here is a molecular structure, C43H42N4O4PtSTe from the OMol25 dataset. Energies are from ωB97M-V/def2-TZVPD.

```
96
C43H42N4O4PtSTe | the OMol25 dataset | ωB97M-V/def2-TZVPD
Pt -0.691 -0.076 -0.386
C -3.690 -5.105 0.460
C -2.555 -4.442 1.237
N -1.330 -4.310 0.482
C -0.441 -5.456 0.415
C -0.511 -6.226 -0.901
C -0.993 -3.171 -0.228
S -2.149 -1.842 -0.202
N 0.141 -3.207 -0.881
C 0.619 -2.238 -1.673
O 0.010 -1.098 -1.942
C 1.914 -2.441 -2.299
C 2.618 -3.651 -2.166
C 3.853 -3.821 -2.763
C 4.429 -2.796 -3.511
C 3.740 -1.596 -3.652
C 2.502 -1.417 -3.061
H -4.605 -5.118 1.058
H -3.446 -6.136 0.195
H -3.890 -4.554 -0.460
H -2.334 -5.021 2.139
H -2.867 -3.454 1.565
H -0.707 -6.111 1.250
H 0.584 -5.115 0.575
H -1.514 -6.616 -1.081
H 0.186 -7.068 -0.886
H -0.239 -5.570 -1.726
H 2.174 -4.445 -1.581
H 4.377 -4.763 -2.645
H 5.397 -2.933 -3.976
H 4.173 -0.788 -4.231
H 1.961 -0.487 -3.176
O -0.321 2.037 -2.921
C 0.593 2.073 -2.128
N 0.711 1.355 -0.956
C 1.840 1.729 -0.269
O 2.216 1.320 0.810
C 2.552 2.766 -1.092
C 3.718 3.463 -0.856
C 4.114 4.381 -1.826
C 3.362 4.576 -2.983
C 2.189 3.860 -3.209
C 1.807 2.958 -2.236
H 4.288 3.300 0.048
H 5.023 4.952 -1.683
H 3.699 5.296 -3.719
H 1.592 4.004 -4.100
C -7.392 6.302 3.475
C -6.316 5.423 2.895
C -6.169 4.106 3.300
C -5.178 3.279 2.773
C -5.101 1.856 3.255
C -4.306 3.799 1.811
Te -2.803 2.480 0.910
N -1.273 0.779 1.235
C -1.240 0.254 2.503
O -1.787 0.812 3.455
C -0.523 -1.047 2.730
C -1.097 -1.930 3.640
C -0.507 -3.160 3.884
C 0.666 -3.508 3.228
C 1.259 -2.614 2.349
C 0.672 -1.381 2.099
C -1.244 3.871 1.206
C -0.579 4.278 0.053
C 0.445 5.212 0.120
C 0.799 5.740 1.351
C 0.125 5.341 2.493
C -0.910 4.407 2.453
C -1.618 4.035 3.724
C -4.450 5.121 1.369
C -3.561 5.736 0.321
C -5.450 5.911 1.927
H -7.941 5.782 4.259
H -8.108 6.605 2.708
H -6.969 7.212 3.904
H -6.841 3.703 4.051
H -5.694 1.729 4.161
H -4.079 1.548 3.468
H -5.494 1.165 2.504
H -2.010 -1.642 4.145
H -0.968 -3.852 4.579
H 1.120 -4.476 3.404
H 2.180 -2.877 1.844
H 1.148 -0.675 1.431
H -0.876 3.875 -0.907
H 0.962 5.512 -0.783
H 1.601 6.464 1.423
H 0.404 5.760 3.453
H -1.108 4.478 4.579
H -1.646 2.953 3.854
H -2.650 4.392 3.720
H -3.338 5.037 -0.487
H -2.604 6.046 0.745
H -4.042 6.613 -0.113
H -5.556 6.937 1.586
```

Calculated values
Spin multiplicity: 4
ΔE to the lowest compared entry with this formula, charge and spin (kcal per mole): 4.23
Highest occupied orbital energy (spin up / spin down) (eV): -2.3 / -5.4
Frontier orbital gap (spin up / spin down) (eV): 4.52 / 6.09
LUMO energy (spin up / spin down) (Ha): 0.0812 / 0.0257
Charge: -1



Here is a molecular structure, C43H42N6OP2PbS from the OMol25 dataset. Energies are from ωB97M-V/def2-TZVPD.

```
96
C43H42N6OP2PbS | the OMol25 dataset | ωB97M-V/def2-TZVPD
Pb -2.002 -0.473 -0.940
N -3.520 3.639 -2.247
C -3.125 2.515 -1.635
S -2.992 1.110 -2.690
N -2.903 2.613 -0.349
N -2.499 1.494 0.313
C -2.499 1.582 1.587
C -2.304 0.423 2.476
C -3.297 0.233 3.439
C -3.360 -0.910 4.213
C -2.432 -1.920 4.011
C -1.400 -1.732 3.106
C -1.305 -0.546 2.392
O -0.154 -0.252 1.611
H -3.676 3.654 -3.238
H -3.615 4.486 -1.711
H -2.862 2.511 2.021
H -4.057 1.001 3.547
H -4.140 -1.023 4.956
H -2.493 -2.848 4.566
H -0.667 -2.511 2.959
C 2.015 1.690 -0.629
N 2.730 0.565 -0.055
C 2.568 0.343 1.349
P 1.310 -0.835 1.991
C 1.444 -2.425 1.209
C 1.589 -3.646 1.869
C 1.705 -4.811 1.126
C 1.673 -4.760 -0.262
C 1.508 -3.548 -0.920
C 1.394 -2.378 -0.191
C 1.552 -0.719 3.751
C 0.993 0.406 4.368
C 1.191 0.615 5.721
C 1.948 -0.288 6.460
C 2.527 -1.387 5.844
C 2.339 -1.606 4.487
C 3.976 0.134 -0.635
C 4.733 0.954 -1.471
C 5.930 0.499 -2.008
C 6.406 -0.769 -1.713
C 5.672 -1.579 -0.861
C 4.468 -1.135 -0.331
P 0.499 1.232 -1.612
C 0.079 2.926 -2.167
C -0.111 3.916 -1.201
C -0.454 5.210 -1.568
C -0.632 5.527 -2.908
C -0.491 4.538 -3.873
C -0.147 3.244 -3.507
C 1.282 0.432 -3.048
C 2.236 1.074 -3.840
C 2.833 0.406 -4.897
C 2.488 -0.914 -5.175
C 1.550 -1.566 -4.389
C 0.951 -0.893 -3.331
H 2.643 2.226 -1.329
H 1.719 2.401 0.141
H 2.342 1.263 1.904
H 3.493 -0.062 1.769
H 1.578 -3.705 2.949
H 1.817 -5.760 1.635
H 1.774 -5.676 -0.832
H 1.484 -3.511 -2.003
H 1.292 -1.426 -0.701
H 0.387 1.103 3.800
H 0.761 1.486 6.199
H 2.095 -0.125 7.521
H 3.135 -2.076 6.417
H 2.838 -2.439 4.012
H 4.425 1.963 -1.706
H 6.502 1.158 -2.651
H 7.343 -1.116 -2.130
H 6.029 -2.571 -0.610
H 3.913 -1.794 0.325
H -0.012 3.682 -0.145
H -0.582 5.970 -0.807
H -0.885 6.539 -3.199
H -0.646 4.774 -4.920
H -0.055 2.482 -4.271
H 2.513 2.103 -3.636
H 3.569 0.914 -5.509
H 2.951 -1.430 -6.007
H 1.282 -2.594 -4.603
H 0.217 -1.411 -2.720
C -7.453 -1.863 -1.666
N -6.812 -1.454 -0.409
C -7.678 -1.133 0.733
C -5.521 -1.258 -0.348
N -4.374 -1.088 -0.291
H -8.035 -2.768 -1.499
H -6.697 -2.061 -2.421
H -8.114 -1.073 -2.020
H -8.290 -2.000 0.977
H -8.329 -0.296 0.484
H -7.072 -0.873 1.595
```

Calculated values
ΔE to the lowest compared entry with this formula, charge and spin (kcal per mole): 15.93
Highest occupied orbital energy (eV): -12.5
Frontier orbital gap (eV): 7.57
LUMO energy (Ha): -0.1798
Charge: +2



Here is a molecular structure, C43H42P2Ru from the OMol25 dataset. Energies are from ωB97M-V/def2-TZVPD.

```
88
C43H42P2Ru | the OMol25 dataset | ωB97M-V/def2-TZVPD
Ru 1.073 -1.654 1.410
C -3.172 0.312 3.174
C -3.441 0.456 1.872
C -3.623 1.781 1.169
C -2.407 2.251 0.349
C -1.150 2.379 1.144
C -0.949 2.423 2.469
C -1.881 2.586 3.625
C -2.616 1.315 4.131
C 2.434 -0.170 1.224
H -3.412 -0.634 3.660
H -3.918 -0.377 1.332
H -3.953 2.577 1.838
H -4.440 1.610 0.442
H -2.248 1.507 -0.447
H -2.620 3.212 -0.156
H -0.258 2.254 0.520
H 0.097 2.281 2.804
H -2.591 3.405 3.451
H -1.226 2.893 4.470
H -1.867 0.755 4.709
H -3.417 1.628 4.823
H 3.424 -0.591 1.462
H 2.270 0.692 1.907
H 2.375 0.204 0.179
P -0.323 -1.394 -2.316
P 0.994 0.709 -2.515
C -1.476 -0.056 -2.711
C -0.751 1.102 -2.827
C -0.488 -2.530 -3.769
C -1.509 -2.449 -4.737
C -1.497 -3.323 -5.828
C -0.497 -4.291 -5.956
C 0.514 -4.373 -4.992
C 0.526 -3.502 -3.907
C -0.900 -2.414 -0.987
C 0.049 -2.789 0.013
C -0.408 -3.369 1.206
C -1.804 -3.708 1.304
C -2.630 -3.591 0.197
C -2.195 -2.913 -0.946
C 1.723 0.839 -4.227
C 1.445 -0.175 -5.161
C 2.168 -0.280 -6.347
C 3.077 0.730 -6.687
C 3.229 1.841 -5.854
C 2.562 1.891 -4.626
C 1.688 2.208 -1.736
C 3.004 2.111 -1.239
C 3.515 3.115 -0.420
C 2.759 4.269 -0.181
C 1.514 4.432 -0.796
C 0.975 3.402 -1.572
H -2.543 -0.204 -2.878
H -1.107 2.099 -3.127
H -2.308 -1.715 -4.649
H -2.281 -3.251 -6.587
H -0.500 -4.974 -6.801
H 1.302 -5.124 -5.088
H 1.322 -3.562 -3.167
H 1.164 -2.700 -0.188
H 0.352 -3.598 1.985
H -2.205 -4.062 2.258
H -3.637 -3.979 0.221
H -2.860 -2.761 -1.798
H 0.657 -0.906 -4.953
H 2.016 -1.144 -6.995
H 3.657 0.646 -7.605
H 3.881 2.669 -6.145
H 2.705 2.760 -3.975
H 3.591 1.215 -1.446
H 4.492 2.982 0.047
H 3.145 5.039 0.493
H 0.951 5.358 -0.650
H -0.006 3.526 -2.038
C 0.796 -1.244 3.208
C 0.438 -0.762 4.343
C 0.530 -0.559 5.770
C -0.360 0.132 6.655
C -0.079 0.242 8.038
C 1.069 -0.379 8.581
C 1.956 -1.057 7.716
C 1.674 -1.138 6.355
H -1.266 0.602 6.308
H -0.755 0.796 8.707
H 1.245 -0.356 9.659
H 2.857 -1.526 8.124
H 2.356 -1.652 5.679
```

Calculated values
Spin multiplicity: 5
ΔE to the lowest compared entry with this formula, charge and spin (kcal per mole): 38.49
Highest occupied orbital energy (spin up / spin down) (eV): -12.4 / -12.7
Frontier orbital gap (spin up / spin down) (eV): 6.98 / 2.96
LUMO energy (spin up / spin down) (Ha): -0.2001 / -0.3573
Charge: +2



Here is a molecular structure, C43H43CdN4O2SSi from the OMol25 dataset. Energies are from ωB97M-V/def2-TZVPD.

```
95
C43H43CdN4O2SSi | the OMol25 dataset | ωB97M-V/def2-TZVPD
Cd 0.040 1.336 -0.192
C 0.991 -3.633 2.188
C 2.231 -2.860 1.845
C 3.453 -3.525 1.881
C 4.626 -2.915 1.474
C 4.563 -1.625 0.971
C 3.363 -0.927 0.920
C 3.330 0.437 0.300
C 2.185 -1.511 1.427
N 0.974 -0.805 1.344
C 0.164 -0.852 2.400
O 0.405 -1.192 3.568
C -1.285 -0.470 2.095
C -2.274 -0.754 3.026
C -3.594 -0.503 2.686
C -3.895 0.050 1.454
C -2.847 0.362 0.598
N -1.587 0.074 0.914
C -3.123 1.104 -0.706
O -4.273 1.021 -1.168
N -2.100 1.826 -1.146
C -2.369 2.726 -2.208
C -1.861 2.511 -3.490
C -1.125 1.247 -3.801
C -2.051 3.474 -4.477
C -2.736 4.645 -4.211
C -3.252 4.851 -2.940
C -3.087 3.905 -1.938
C -3.672 4.131 -0.575
H 1.172 -4.702 2.063
H 0.159 -3.344 1.538
H 0.663 -3.434 3.208
H 3.468 -4.553 2.227
H 5.571 -3.443 1.524
H 5.459 -1.141 0.599
H 4.309 0.694 -0.109
H 3.041 1.204 1.015
H 2.611 0.464 -0.524
H -1.977 -1.169 3.978
H -4.389 -0.738 3.384
H -4.904 0.270 1.133
H -1.685 0.391 -3.430
H -0.148 1.205 -3.309
H -0.972 1.136 -4.875
H -1.657 3.289 -5.471
H -2.872 5.389 -4.986
H -3.797 5.761 -2.716
H -4.200 5.085 -0.536
H -2.895 4.129 0.191
H -4.374 3.335 -0.323
N 0.228 -0.685 -1.356
S -0.171 -1.652 -2.517
C -1.574 -2.592 -1.931
C -1.427 -3.592 -0.976
C -2.551 -4.244 -0.501
C -3.812 -3.893 -0.970
C -3.954 -2.879 -1.903
C -2.830 -2.224 -2.391
C 1.017 -2.994 -2.623
C 2.154 -2.935 -1.840
C 3.072 -3.981 -1.896
C 2.844 -5.058 -2.734
C 1.708 -5.092 -3.540
C 0.792 -4.058 -3.490
H 0.318 -1.134 -0.436
H -0.444 -3.848 -0.601
H -2.445 -5.024 0.242
H -4.688 -4.407 -0.596
H -4.936 -2.581 -2.244
H -2.937 -1.416 -3.102
H 2.319 -2.091 -1.184
H 3.952 -3.936 -1.269
H 3.548 -5.880 -2.762
H 1.538 -5.931 -4.202
H -0.097 -4.082 -4.109
C -0.981 3.633 2.288
Si 0.602 3.300 1.290
C 1.138 4.944 0.531
C 1.925 2.850 2.561
C 1.641 1.921 3.565
C 2.625 1.452 4.423
C 3.924 1.925 4.310
C 4.229 2.866 3.336
C 3.240 3.315 2.471
H -1.493 4.511 1.889
H -0.737 3.828 3.335
H -1.691 2.804 2.256
H 1.440 5.647 1.313
H 0.307 5.383 -0.025
H 1.968 4.830 -0.167
H 0.640 1.515 3.663
H 2.375 0.698 5.158
H 4.699 1.552 4.969
H 5.242 3.240 3.240
H 3.502 4.037 1.704
```

Calculated values
Highest occupied orbital energy (eV): -4.8
Frontier orbital gap (eV): 7.15
LUMO energy (Ha): 0.0856
Charge: -1



Question: charge of number 3 (C43H42P2Ru)?
Answer: +2